Density functional theory data (ωB97M-V/def2-TZVPD) for a structure of composition C55H64MoN7O4.

* LUMO energy (alpha / beta): -3.52 / -3.68 eV
* maximum force: 0.72 eV Å⁻¹
* multiplicity: 3
* net charge: +1

Each line ends with the Löwdin spin population.
CARTESIAN COORDINATES (ANGSTROEM)
Mo  -0.00669  0.02687  -0.64852  1.750
O  1.80710  -4.71479  4.28434  0.000
O  0.51844  4.12926  -0.04987  0.003
O  1.07463  -1.72518  7.02171  0.000
O  0.81570  1.94390  0.23227  0.024
N  1.09330  1.05450  -2.14811  -0.002
N  0.92146  1.16612  3.27556  0.001
N  1.83581  -0.70725  0.04713  0.020
N  2.41829  4.83766  1.57619  0.000
N  -1.60206  0.21710  -2.06215  0.016
N  1.27661  -2.62691  4.96750  0.000
N  -0.72406  -1.88041  -0.33526  0.000
C  -3.66783  2.10116  -4.55048  0.002
C  3.32053  0.82958  -1.11641  0.000
C  -2.05860  -2.23658  -0.47057  0.021
C  0.66602  -0.30484  5.14611  0.000
C  1.63004  2.73748  -3.62785  0.004
C  -2.39582  1.68108  0.66191  0.004
C  -1.00016  -4.86886  1.92877  0.001
C  -3.99972  -4.93738  -0.80747  0.000
C  -0.23812  0.56904  5.73294  0.000
C  1.02369  -1.59745  5.81408  0.000
C  5.51724  -0.46491  0.64615  0.001
C  4.13416  2.99927  -3.16149  0.000
C  -1.63744  -0.22575  1.90849  0.028
C  -3.67878  -4.06188  0.40750  0.000
C  -0.56887  1.73205  5.05889  0.000
C  3.06366  -0.13617  -0.16300  0.010
C  -6.02977  0.66819  -1.88540  0.000
C  -3.12298  1.18072  -3.50566  0.015
C  -2.79920  -0.42414  -1.96679  0.020
C  -4.47729  2.80331  1.32021  0.005
C  1.45639  3.75487  -4.71171  0.001
C  1.24225  0.06168  3.93656  0.000
C  2.43176  1.36474  -2.03320  0.010
C  -3.28870  1.67565  -5.97140  0.001
C  -5.22622  -0.15519  -2.89692  0.001
C  -0.18611  -2.78994  0.57078  0.007
C  -1.19078  -3.74350  0.95977  0.008
C  -0.84331  -6.22697  1.24200  0.001
C  0.02008  1.97472  3.82546  0.000
C  -2.33984  -3.40207  0.31498  0.000
C  2.35166  3.40509  1.31116  0.000
C  -1.45418  0.60928  0.83529  -0.033
C  4.06194  -0.81161  0.62722  0.008
C  -2.73962  -0.11710  2.78577  -0.003
C  4.32651  4.26318  -2.31953  0.000
C  6.29287  -1.09162  -0.51569  0.000
C  -3.00700  -1.55791  -1.20427  -0.013
C  -3.16630  3.68375  -0.48227  0.006
C  -4.31161  3.73783  0.34079  -0.004
C  -2.24511  2.68908  -0.32298  0.000
C  1.38806  3.12221  -6.10452  0.000
C  0.58590  1.90238  -3.10113  0.010
C  -3.68362  0.84057  2.57465  0.025
C  -3.77463  0.19522  -2.83390  0.009
C  1.08917  -2.75642  1.09683  0.006
C  -1.75683  1.16275  -3.03863  0.015
C  4.02733  -2.91477  2.11904  0.001
C  4.35271  -4.20208  1.35789  0.001
C  1.14598  3.08928  0.45482  0.004
C  2.77510  2.39820  -2.97465  0.004
C  3.43452  -1.85268  1.24671  0.009
C  2.05526  -1.80073  0.83334  0.011
C  -0.73845  1.96118  -3.50349  -0.013
C  1.63572  -3.93630  5.45650  0.000
C  -3.52439  1.77109  1.51584  -0.002
H  0.55342  4.34122  -4.52381  0.000
H  1.22295  3.88012  -6.86931  0.000
H  2.04854  5.06668  2.49014  0.000
H  4.93705  -2.52539  2.58040  0.000
H  2.01203  -5.61996  4.53944  0.000
H  6.21804  -2.17864  -0.48889  0.000
H  5.63481  0.62166  0.61965  0.000
H  -3.99438  -4.35211  -1.72779  0.000
H  -4.00377  -1.97574  -1.20791  -0.001
H  -4.45084  -3.29635  0.51916  0.000
H  -3.26323  -5.73222  -0.92442  0.000
H  0.57975  2.39281  -6.16796  0.000
H  -1.86051  -4.89612  2.60252  0.000
H  4.76364  -4.95402  2.03059  0.000
H  -0.13097  -4.68180  2.55857  0.000
H  2.29581  2.76341  2.19320  0.000
H  -4.75448  2.13096  -4.45944  0.000
H  1.98819  -0.57059  3.46378  0.000
H  0.84188  -4.33549  6.09589  0.000
H  5.94834  -0.79726  1.59182  0.000
H  1.01490  4.91340  0.29855  0.000
H  3.34240  -3.14795  2.93696  0.000
H  -4.98195  -5.39664  -0.70261  0.000
H  -5.89858  1.73586  -2.06539  0.000
H  3.46106  -4.61808  0.88703  0.000
H  -5.60068  0.01705  -3.90732  0.000
H  5.28642  4.73483  -2.52736  0.000
H  4.29376  4.02551  -1.25389  0.000
H  3.35989  5.19949  1.52211  0.000
H  -1.29045  2.42714  5.46433  0.000
H  -5.34033  2.83790  1.97346  0.000
H  -3.68892  0.68676  -6.19563  0.000
H  -2.20617  1.62626  -6.09613  0.000
H  -4.55724  0.91332  3.21091  0.001
H  -0.67566  0.31974  6.69119  0.000
H  4.90650  2.27104  -2.90920  0.000
H  -2.83147  -0.81216  3.61146  -0.001
H  3.21570  3.07886  0.72685  0.000
H  3.53932  4.99027  -2.52132  0.000
H  1.13515  -2.53274  3.97432  0.000
H  -3.00862  4.44543  -1.23546  0.000
H  -1.36298  2.68921  -0.94652  0.002
H  5.08316  -4.01649  0.57035  0.000
H  5.89904  -0.76096  -1.47765  0.000
H  -3.31649  3.11852  -4.35794  0.000
H  -5.36662  -1.21939  -2.69825  0.000
H  7.34761  -0.82329  -0.46788  0.000
H  1.37413  -3.57675  1.74445  0.000
H  0.00698  -6.22264  0.55886  0.000
H  2.31734  2.60200  -6.33734  0.000
H  2.28907  4.45888  -4.67498  0.000
H  2.55881  -3.87820  6.04105  0.000
H  -0.98867  2.68901  -4.26400  -0.001
H  4.27701  3.23428  -4.21755  0.000
H  -0.92197  -1.01668  2.11204  0.002
H  -0.68514  -7.01433  1.97834  0.000
H  -1.73191  -6.48113  0.66450  0.000
H  -0.27243  2.84465  3.24338  0.000
H  -3.68358  2.37631  -6.70597  0.000
H  -3.71156  -4.66659  1.31546  0.000
H  -7.09274  0.43696  -1.94677  0.000
H  -5.69022  0.46819  -0.86738  0.000
H  4.34557  1.16909  -1.19113  0.000
H  -5.04153  4.52425  0.20464  0.000

Cartesian forces, eV/Å:
Mo -0.1 0.7 0.2
O 0.0 0.0 0.0
O 0.1 -0.1 0.0
O 0.0 0.0 0.1
O -0.3 -0.2 0.0
N 0.1 -0.2 -0.1
N 0.2 0.3 0.0
N 0.1 -0.3 -0.2
N -0.1 0.0 0.0
N 0.2 -0.2 0.0
N 0.1 0.0 -0.1
N 0.0 0.0 0.1
C 0.0 0.0 0.0
C 0.0 0.0 0.1
C 0.1 -0.1 -0.1
C 0.1 0.0 -0.1
C -0.1 0.1 0.0
C 0.1 0.0 0.0
C 0.0 0.0 0.0
C 0.0 0.0 0.0
C 0.0 0.0 0.0
C -0.1 0.0 0.0
C 0.0 0.0 0.0
C 0.0 0.0 0.0
C 0.2 -0.1 0.1
C 0.0 0.0 0.0
C -0.1 0.0 0.0
C 0.0 0.1 0.0
C 0.0 0.0 0.0
C 0.0 0.0 0.0
C 0.0 0.0 0.1
C 0.0 0.0 0.0
C 0.0 0.0 0.0
C -0.1 -0.1 -0.1
C -0.1 0.2 0.0
C 0.0 0.0 0.0
C 0.0 0.0 0.0
C -0.1 0.0 -0.2
C 0.1 0.0 0.1
C 0.0 0.0 0.0
C -0.1 -0.1 0.1
C -0.1 0.1 0.0
C 0.1 0.0 0.1
C -0.2 0.0 -0.2
C 0.1 0.0 0.0
C 0.0 0.0 0.0
C 0.0 0.0 0.0
C 0.0 0.0 0.0
C 0.0 0.0 0.0
C -0.1 0.0 0.0
C 0.1 0.0 0.0
C 0.1 0.0 -0.1
C 0.0 0.0 0.0
C 0.1 0.0 0.0
C 0.0 0.0 -0.1
C 0.0 0.0 0.0
C 0.0 0.0 0.1
C 0.0 0.1 0.0
C 0.0 0.1 0.0
C 0.0 0.0 0.0
C 0.0 0.1 -0.1
C 0.1 -0.1 0.0
C 0.0 0.0 0.0
C 0.0 0.1 0.0
C -0.1 0.0 0.0
C 0.0 0.0 0.0
C -0.1 0.0 0.1
H 0.0 0.0 0.0
H 0.0 0.0 0.0
H 0.0 0.0 0.0
H 0.0 0.0 0.0
H 0.0 0.0 0.0
H 0.0 0.0 0.0
H 0.0 0.0 0.0
H 0.0 0.0 0.0
H 0.0 0.0 0.0
H 0.0 0.0 0.0
H 0.0 0.0 0.0
H 0.0 0.0 0.0
H 0.0 0.0 0.0
H 0.0 0.0 0.0
H 0.0 0.0 0.0
H 0.0 0.0 0.0
H 0.0 0.0 0.0
H 0.1 0.0 0.0
H 0.0 0.0 0.0
H 0.0 0.0 0.0
H 0.0 -0.1 0.0
H 0.0 0.0 0.0
H 0.0 0.0 0.0
H 0.0 0.0 0.0
H 0.0 0.0 0.0
H 0.0 0.0 0.0
H 0.0 0.0 0.0
H 0.0 0.0 0.0
H 0.0 0.0 0.0
H 0.0 0.0 0.0
H 0.0 0.0 0.0
H 0.0 0.0 0.0
H 0.0 0.0 0.0
H 0.0 0.0 0.0
H 0.0 0.0 0.0
H 0.0 0.0 0.0
H 0.0 0.0 0.0
H 0.0 0.0 0.0
H 0.0 0.0 0.0
H 0.0 0.0 0.0
H 0.0 0.0 0.0
H 0.0 0.0 0.0
H 0.0 0.0 0.0
H 0.0 0.0 0.0
H 0.0 0.0 0.0
H 0.0 0.0 0.0
H 0.0 0.0 0.0
H 0.0 0.0 0.0
H 0.0 0.0 0.0
H 0.0 0.0 0.0
H 0.0 0.0 0.0
H 0.0 0.0 0.0
H 0.0 0.0 0.0
H 0.0 0.0 0.0
H -0.1 0.0 0.0
H 0.0 0.0 0.0
H 0.0 0.0 0.0
H 0.0 0.0 0.0
H 0.0 0.0 0.0
H 0.0 0.0 0.0
H 0.0 0.0 0.0
H 0.0 0.0 0.0
H 0.0 0.0 0.0
H 0.0 0.0 0.0